This record from the Open Molecules 2025 dataset describes 8 unconnected molecules or ions with the total composition C39H99N5O9S3 in a non-equilibrium geometry. The level of theory is ωB97M-V/def2-TZVPD.

Largest force on an atom: 2.56 eV/Å
Gap between HOMO and LUMO: 8.208 eV
Relative energy (zero: lowest compared OMol25 entry of this formula, charge and spin): 1.408 eV
LUMO energy: 0.462 eV
Highest occupied orbital energy: -7.7 eV

Positions of all 155 atoms, in Å:
C -3.33519 -0.30480 1.16778
C -2.24723 -1.33618 1.07561
O -0.95536 -0.64126 0.96752
S 0.23314 -1.56489 0.35927
C 1.54936 -0.53768 1.03062
O 0.22152 -2.83024 1.05778
O 0.18555 -1.37773 -1.07758
H -3.62355 -0.04877 2.18458
H -4.23837 -0.71383 0.70238
H -3.13008 0.58154 0.56646
H -2.16988 -1.90175 2.00385
H -2.33266 -1.99596 0.21302
H 2.46277 -0.70587 0.46015
H 1.58847 -0.66558 2.10739
H 1.17357 0.46824 0.83732
C 5.47025 5.69675 -1.98949
C 4.56669 5.14186 -3.10223
O 3.38685 4.58366 -2.49312
S 3.41047 2.99699 -2.25268
C 1.72717 2.77150 -1.66608
O 3.65418 2.38339 -3.53275
O 4.27646 2.65649 -1.15114
H 4.84410 6.24580 -1.29496
H 6.22909 6.34805 -2.43694
H 6.10133 4.91217 -1.57506
H 4.23870 5.94111 -3.76547
H 5.06604 4.40361 -3.72909
H 1.08922 3.25980 -2.40359
H 1.55186 3.23379 -0.69311
H 1.55784 1.70161 -1.57220
C -2.28731 -7.37327 -4.55770
C -1.52891 -6.07778 -4.30831
O -2.00830 -5.45975 -3.09284
S -1.00435 -4.35553 -2.43076
C -1.35170 -2.93311 -3.55838
O -1.59394 -3.97823 -1.17853
O 0.38115 -4.73752 -2.50238
H -1.76632 -8.26136 -4.20490
H -2.43311 -7.40575 -5.63756
H -3.24835 -7.42366 -4.04568
H -0.47495 -6.31594 -4.14003
H -1.57540 -5.35205 -5.12282
H -1.25009 -2.02918 -2.96663
H -2.40533 -3.10579 -3.77008
H -0.69407 -2.98310 -4.41896
C 0.71171 3.00738 4.14550
C 0.86889 2.73150 2.62256
N 1.14426 3.82469 1.72699
C 0.09007 4.87117 1.81344
C 0.23910 5.99452 0.76731
C 2.45987 4.44894 1.88884
C 3.54659 3.38275 1.97271
H 0.04867 3.86100 4.27662
H 1.67702 3.21450 4.60682
H 0.29474 2.12346 4.62597
H 1.58055 1.90416 2.56517
H 0.00231 2.19927 2.20991
H -0.87836 4.38293 1.71299
H 0.26983 5.31509 2.79870
H -0.54109 6.74283 0.91071
H 1.16659 6.50040 1.03509
H 0.26182 5.71119 -0.28289
H 2.51550 5.11862 2.76359
H 2.72756 5.11701 1.07116
H 3.46904 2.63880 1.17498
H 3.64513 2.84197 2.91743
H 4.57912 3.71856 1.82054
C -6.63385 4.84736 3.60245
C -5.09136 5.05613 3.80531
N -4.25443 4.48200 2.74886
C -4.68768 4.93996 1.41408
C -3.59954 4.62883 0.38400
C -4.06378 3.04437 2.83189
C -3.39838 2.54580 4.11358
H -7.11081 4.74695 4.57495
H -6.82424 3.93114 3.04279
H -7.03927 5.68171 3.03457
H -4.84348 6.11684 3.75353
H -4.81455 4.65587 4.77506
H -5.72027 4.68386 1.16830
H -4.64889 6.02544 1.55612
H -3.92109 3.80395 -0.26258
H -3.53306 5.45090 -0.33069
H -2.60840 4.40388 0.76471
H -3.44108 2.63954 2.03534
H -5.05909 2.57198 2.79706
H -2.35048 2.25390 4.06786
H -4.01398 1.77632 4.58538
H -3.41167 3.29993 4.90949
C 3.37842 -2.50919 -1.85694
C 4.69988 -2.33947 -1.09914
N 4.54961 -2.00558 0.31678
C 3.85159 -3.01929 1.09122
C 4.70142 -4.26720 1.36059
C 5.71627 -1.38461 0.91500
C 5.33698 -0.53327 2.13351
H 2.67555 -3.27827 -1.55064
H 3.64214 -2.72780 -2.89696
H 2.92505 -1.51712 -1.91790
H 5.31202 -3.25870 -1.09206
H 5.30521 -1.59995 -1.62105
H 3.41732 -2.59948 2.00307
H 2.92181 -3.34612 0.61712
H 5.04862 -4.78576 0.46950
H 5.64031 -3.97018 1.84235
H 4.22970 -4.92003 2.09521
H 6.28075 -0.86886 0.13827
H 6.44462 -2.16027 1.21277
H 6.23530 0.00689 2.43989
H 5.03972 -1.17783 2.95914
H 4.54283 0.16445 1.87621
C -1.59753 0.94918 -2.12097
C -1.45620 1.35163 -3.60040
N -1.21062 2.77549 -3.75975
C -0.99778 3.03350 -5.19098
C 0.28609 2.37909 -5.70131
C -2.23648 3.65423 -3.21256
C -1.63030 4.88671 -2.50749
H -2.09057 0.01005 -1.87477
H -2.06853 1.70395 -1.49288
H -0.56053 0.84373 -1.80203
H -0.67635 0.70451 -3.99664
H -2.38865 1.09949 -4.13792
H -0.94693 4.07148 -5.52785
H -1.92530 2.69837 -5.68581
H 0.90942 1.98927 -4.89466
H 0.88667 3.10266 -6.24898
H 0.11866 1.50278 -6.33160
H -2.99847 3.85174 -3.97531
H -2.79472 3.20446 -2.39183
H -2.36090 5.66413 -2.26852
H -1.27631 4.51940 -1.54548
H -0.90911 5.42755 -3.12101
C 0.18873 -8.98166 2.63787
C -1.27925 -8.54881 2.46529
N -1.43343 -7.21536 1.89038
C -0.97060 -6.16569 2.82123
C -1.85264 -4.93329 2.82092
C -0.85847 -6.99710 0.56400
C -1.49103 -7.90737 -0.48340
H 0.31844 -9.97333 3.06868
H 0.76526 -8.23413 3.18434
H 0.67682 -8.98522 1.65813
H -1.83261 -9.30921 1.91327
H -1.74410 -8.48058 3.45094
H -0.94749 -6.54011 3.84770
H 0.07276 -5.94858 2.55828
H -1.81861 -4.43622 1.84911
H -2.86409 -5.13213 3.16378
H -1.36464 -4.22025 3.49568
H 0.23653 -7.08264 0.58215
H -1.07918 -5.96055 0.30944
H -2.39710 -7.48741 -0.91645
H -1.65164 -8.94814 -0.20442
H -0.76520 -7.98511 -1.30301

Results of the Mulliken charge analysis, in e, for atoms 1 through 8: -1.374 0.428 -0.129 1.131 -0.332 -0.405 -0.411 0.412

---

This record from the Open Molecules 2025 dataset describes a molecular structure, H11LiO6 in a non-equilibrium geometry. The level of theory is ωB97M-V/def2-TZVPD.

Largest force on an atom: 6.86 eV/Å
Gap between HOMO and LUMO: 9.561 eV
Relative energy (zero: lowest compared OMol25 entry of this formula, charge and spin): 1.361 eV
LUMO energy: -0.913 eV
Highest occupied orbital energy: -10.5 eV

Positions of all 18 atoms, in Å:
Li -33.64609 27.31952 -32.94179
O -31.63754 27.89812 -33.07885
H -30.90733 28.59456 -33.20025
O -32.54702 30.25003 -33.89836
H -31.90973 30.86825 -33.54066
H -32.15020 29.53300 -33.60487
O -33.02256 25.61161 -34.27748
H -32.33513 26.00946 -34.67610
H -32.47167 24.88582 -33.96050
O -30.30584 26.19683 -31.80999
H -30.87572 25.47931 -31.92353
H -30.98955 26.68906 -32.35870
O -32.05598 29.22996 -30.51604
H -31.88176 28.57112 -29.84511
H -32.06147 28.94740 -31.48832
O -30.85421 27.16017 -35.64239
H -29.96333 27.18182 -35.40308
H -31.20142 27.37026 -34.67629

Results of the Mulliken charge analysis, in e, for atoms 1 through 8: 0.892 -1.194 0.257 -0.555 0.359 0.204 -0.594 0.259

---

This record from the Open Molecules 2025 dataset describes a molecular structure, C9H28ClINOSi4 in a non-equilibrium geometry. The level of theory is ωB97M-V/def2-TZVPD.

Largest force on an atom: 3.56 eV/Å
Net charge: -1
Gap between HOMO and LUMO: 5.121 eV
LUMO energy: 1.946 eV
Highest occupied orbital energy: -3.2 eV

Positions of all 45 atoms, in Å:
C -2.40603 -0.07714 2.35492
C -2.37655 -0.15661 3.99395
I -3.45677 -1.89477 4.82799
C -0.84981 0.03021 4.64109
Si -0.21834 1.78843 4.12994
O 0.45568 2.73547 5.44771
Si -0.56299 4.20986 5.46594
Cl -0.34344 5.14968 3.51981
H -1.35791 -0.11276 1.83576
H -3.00646 -1.02150 1.94598
H -2.98518 0.91043 2.02195
H -2.98030 0.79676 4.38027
H -0.10962 -0.80091 4.23772
H -0.93739 0.01992 5.82266
H -1.39898 2.51083 3.59161
H 0.71374 1.66345 2.97984
H -0.18815 5.14319 6.53224
H -1.94873 3.70503 5.60187
C -1.98628 -1.73984 -4.12375
Si -0.16667 -1.54662 -3.64285
C 0.72537 -0.90024 -5.16070
C 0.47433 -3.26649 -3.25076
N -0.05931 -0.46031 -2.28294
Si 1.48694 -0.05988 -1.58291
C 2.62899 0.81049 -2.78860
C 2.37481 -1.55436 -0.88000
C 1.21086 1.13220 -0.14079
H -2.07967 -2.42108 -4.97404
H -2.56407 -2.15311 -3.29084
H -2.41814 -0.77699 -4.40696
H 0.45747 -1.49735 -6.03770
H 1.80988 -0.95753 -5.04838
H 0.44753 0.13876 -5.36326
H 0.04764 -3.63833 -2.31599
H 1.56313 -3.28372 -3.17332
H 0.19486 -3.96087 -4.04959
H 3.01458 0.12730 -3.54849
H 3.49132 1.22498 -2.25711
H 2.11316 1.63640 -3.28843
H 1.71111 -2.13971 -0.24031
H 3.22887 -1.23348 -0.27486
H 2.76367 -2.20382 -1.66764
H 0.58347 0.67422 0.62963
H 0.73128 2.05375 -0.48384
H 2.17208 1.39608 0.31320

Results of the Mulliken charge analysis, in e, for atoms 1 through 8: -0.555 -0.460 -0.031 -0.598 0.533 -0.359 0.598 -0.259

---

This record from the Open Molecules 2025 dataset describes 2 unconnected molecules or ions with the total composition C4H11N2O in a non-equilibrium geometry. The level of theory is ωB97M-V/def2-TZVPD.

Largest force on an atom: 1.88 eV/Å
Net charge: +1
Gap between HOMO and LUMO: 8.758 eV
Relative energy (zero: lowest compared OMol25 entry of this formula, charge and spin): 4.283 eV
LUMO energy: -4.311 eV
Highest occupied orbital energy: -13.1 eV

Positions of all 18 atoms, in Å:
C -1.21504 -0.28810 1.10854
C -1.65024 -0.61763 -0.09527
C 2.32174 -0.17240 0.21471
C -2.69801 0.12506 -0.84732
N 1.19533 1.86093 0.03791
N 2.76934 -1.26705 -0.33869
O 1.57567 0.62391 -0.45118
H -1.62030 0.56014 1.63711
H -0.49435 -0.88189 1.64798
H -1.25755 -1.49696 -0.59177
H 2.59127 0.04647 1.25156
H -2.35460 0.37860 -1.84949
H -2.99967 1.02707 -0.32303
H -3.57234 -0.52031 -0.95662
H 0.29240 2.10028 -0.36568
H 1.20803 1.91584 1.05490
H 2.53414 -1.49220 -1.29939
H 3.37418 -1.90175 0.16572

Results of the Mulliken charge analysis, in e, for atoms 1 through 8: -1.043 0.288 0.263 -1.134 -0.446 -0.256 -0.091 0.283

---

This record from the Open Molecules 2025 dataset describes 8 unconnected molecules or ions with the total composition C11H25BBr6N3O11 in a non-equilibrium geometry. The level of theory is ωB97M-V/def2-TZVPD.

Largest force on an atom: 9.07 eV/Å
Net charge: +2
Gap between HOMO and LUMO (alpha / beta): 8.065 / 2.277 eV
Relative energy (zero: lowest compared OMol25 entry of this formula, charge and spin): 1.614 eV
LUMO energy (alpha / beta): -6.241 / -12.029 eV
Highest occupied orbital energy (alpha / beta): -14.3 / -14.3 eV
Multiplicity: 2
Expectation value of S²: 0.7550

Positions of all 57 atoms, in Å:
N 2.31193 -3.36973 1.13532
H 3.01970 -2.81223 0.67884
H 1.82984 -3.79159 0.35447
H 1.67260 -2.79195 1.66212
H 2.57199 -4.27599 1.49746
N 3.20892 0.77713 1.61754
H 3.51423 1.01094 2.55147
H 3.91974 0.09113 1.40718
H 3.18580 1.43199 0.84895
H 2.26449 0.41921 1.61062
N -1.36093 -2.98372 -1.11280
H -2.26765 -3.40396 -0.96669
H -0.59883 -3.55510 -1.44871
H -0.97581 -2.36893 -0.41008
H -1.50168 -2.28916 -1.83244
O 2.35982 -1.97947 -4.96022
C 2.12050 -1.08487 -4.11842
O 2.77597 -0.07680 -3.82304
B 2.10765 0.78080 -2.87824
O 0.82632 0.08388 -2.62486
C 0.80472 -1.04142 -3.31494
O -0.14786 -1.81658 -3.18333
O 1.92012 2.14510 -3.35862
C 2.43505 2.96954 -2.55129
O 2.56394 4.24912 -2.78535
C 3.00646 2.20454 -1.33474
O 2.71136 0.97633 -1.52832
O 3.59862 2.70443 -0.35598
O 0.76194 0.45793 0.38444
C 0.42856 -0.61330 1.02478
O -0.47798 -1.32204 0.65569
O 1.14338 -0.88375 1.93804
H 0.03570 0.59418 -0.22842
Br 1.82844 -2.79392 4.72768
C -0.11335 -2.48932 5.08705
C -0.34503 -1.50051 6.30253
Br -2.29309 -1.13934 6.36860
H -0.59850 -3.45802 5.20684
H -0.44980 -2.09451 4.12839
H 0.14403 -0.54014 6.13945
H -0.08932 -2.01628 7.22810
Br -0.97502 2.41873 -0.89536
C -1.44358 4.25655 -1.57189
C -2.33324 4.88779 -0.48473
Br -4.13552 4.10008 -0.53540
H -2.08803 4.09702 -2.43637
H -0.54053 4.81412 -1.82034
H -2.61006 5.90531 -0.76057
H -1.94752 4.86323 0.53445
Br -5.24025 -1.39906 -0.27028
C -3.84737 -0.01709 -0.70935
C -4.01333 0.37434 -2.10994
Br -3.39170 -1.02812 -3.36184
H -2.85371 -0.39474 -0.46822
H -4.03340 0.88708 -0.12973
H -3.35025 1.19103 -2.39536
H -5.04849 0.64013 -2.32419

Results of the Mulliken charge analysis, in e, for atoms 1 through 8: -0.226 0.362 0.276 0.079 0.413 -0.116 0.390 0.357